{"formula": "C36H35CaClI2N11O3P", "method": "ωB97M-V/def2-TZVPD", "de_lowest_kj_mol": 28.68, "fmax_ev_per_a": 0.9, "energy_ev": -116890.713, "homo_ev": -6.7330, "total_charge": 0, "homo_lumo_gap_ev": 6.77, "symbols": ["Ca", "I", "C", "C", "C", "I", "C", "O", "C", "C", "N", "C", "C", "C", "C", "C", "C", "N", "C", "H", "H", "H", "H", "H", "H", "H", "H", "H", "H", "H", "C", "N", "C", "C", "N", "C", "P", "C", "N", "C", "C", "N", "C", "C", "N", "C", "C", "N", "C", "H", "H", "H", "H", "H", "H", "H", "H", "H", "H", "H", "H", "H", "H", "H", "Cl", "C", "C", "C", "C", "O", "C", "C", "O", "C", "H", "H", "H", "H", "N", "C", "C", "N", "C", "C", "N", "H", "H", "H", "H", "H"], "positions_angstrom": [[0.1240, -0.1147, -0.4538], [2.7600, 4.6469, -6.3556], [2.3089, 3.6061, -4.6171], [2.6174, 4.1490, -3.3809], [2.2995, 3.4441, -2.2283], [2.8818, 4.2363, -0.3945], [1.6559, 2.1870, -2.2500], [1.3426, 1.5396, -1.1845], [1.4062, 1.6374, -3.5412], [0.8554, 0.2377, -3.6644], [-0.4321, 0.0550, -2.9716], [-1.5102, 0.7774, -3.6274], [-2.6516, 1.1432, -2.7105], [-3.9710, 1.0532, -3.1415], [-4.9839, 1.4979, -2.3108], [-4.6472, 2.0111, -1.0688], [-3.3080, 2.0373, -0.7156], [-2.3238, 1.6159, -1.5071], [1.7141, 2.3514, -4.6867], [3.1096, 5.1092, -3.3090], [1.5495, -0.4724, -3.2099], [0.7723, -0.0071, -4.7311], [-0.6407, -0.9347, -2.8816], [-1.8948, 0.2553, -4.5125], [-1.0883, 1.7229, -3.9818], [-4.1881, 0.6477, -4.1217], [-6.0184, 1.4424, -2.6262], [-5.3989, 2.3765, -0.3819], [-3.0027, 2.4137, 0.2552], [1.4984, 1.9068, -5.6521], [-4.9428, -1.4824, 2.8415], [-4.1075, -1.3887, 1.6539], [-4.4808, -1.7732, 0.3937], [-3.4017, -1.5478, -0.4078], [-2.3752, -1.0220, 0.3281], [-2.8233, -0.9433, 1.5674], [-1.8864, -0.3897, 3.0221], [-0.3969, -1.4119, 2.8120], [0.2403, -1.6283, 1.6777], [1.2793, -2.4650, 1.9776], [1.2678, -2.7516, 3.3112], [0.1981, -2.0793, 3.8401], [-0.1840, -2.0683, 5.2435], [-1.3024, 1.2321, 2.4339], [-0.8430, 1.4833, 1.2238], [-0.5390, 2.8173, 1.1900], [-0.8249, 3.3751, 2.4018], [-1.3131, 2.3632, 3.1898], [-1.7193, 2.4960, 4.5810], [-5.9221, -1.8361, 2.5298], [-4.5255, -2.1860, 3.5595], [-5.0560, -0.5103, 3.3169], [-5.4613, -2.1692, 0.1919], [-3.2994, -1.7469, -1.4606], [1.9770, -2.7869, 1.2228], [1.9139, -3.3584, 3.9221], [0.4172, -2.8103, 5.7621], [0.0005, -1.0923, 5.6904], [-1.2354, -2.3215, 5.3586], [-0.1110, 3.2711, 0.3123], [-0.7144, 4.3791, 2.7743], [-1.6381, 3.5444, 4.8550], [-2.7490, 2.1722, 4.7156], [-1.0703, 1.9123, 5.2322], [3.7824, -6.7220, -2.8174], [3.1185, -5.1883, -2.3086], [3.9794, -4.1605, -1.8986], [3.4829, -2.9479, -1.4910], [2.0849, -2.6848, -1.4666], [1.6262, -1.5639, -1.0515], [1.2346, -3.7418, -1.8933], [-0.2146, -3.6281, -1.9401], [-0.8963, -2.6445, -1.6931], [1.7681, -4.9773, -2.3021], [5.0480, -4.3367, -1.9053], [4.1497, -2.1578, -1.1689], [-0.7263, -4.5626, -2.2432], [1.0932, -5.7664, -2.6150], [5.6308, 1.3472, 0.6910], [4.4663, 1.2762, 1.4260], [3.3022, 0.7436, 0.8357], [2.1724, 0.6698, 1.4965], [2.1789, 1.1019, 2.7661], [3.3240, 1.5981, 3.3418], [4.4829, 1.6946, 2.6785], [5.5149, 1.4216, -0.3064], [6.3270, 1.9648, 1.0763], [3.3028, 0.4144, -0.1979], [1.2448, 1.0572, 3.3162], [3.3156, 1.9447, 4.3694]], "forces_ev_per_a": [[-0.8, -0.1, 0.4], [0.0, 0.1, -0.2], [-0.1, -0.1, 0.2], [0.0, -0.1, 0.0], [0.1, 0.1, -0.4], [0.0, 0.0, 0.2], [-0.1, -0.4, 0.2], [0.4, 0.6, -0.1], [0.0, 0.1, -0.3], [0.0, 0.0, 0.2], [0.0, 0.1, 0.0], [0.0, 0.1, 0.0], [0.1, 0.0, 0.1], [0.0, 0.0, 0.0], [0.0, 0.0, 0.0], [0.0, 0.0, 0.0], [0.1, -0.1, 0.0], [-0.1, 0.0, 0.0], [0.0, -0.1, 0.0], [0.0, 0.0, 0.0], [0.0, 0.0, 0.0], [0.0, 0.0, 0.0], [-0.1, 0.0, -0.2], [0.0, 0.0, 0.0], [0.0, 0.0, 0.0], [0.0, 0.0, 0.0], [0.0, 0.0, 0.0], [0.0, 0.0, 0.0], [0.0, 0.0, 0.0], [0.0, 0.0, 0.0], [0.0, 0.0, -0.1], [-0.2, 0.0, 0.1], [0.0, 0.0, 0.1], [0.2, 0.1, -0.1], [-0.2, -0.1, -0.1], [0.2, 0.1, -0.1], [-0.1, 0.0, 0.2], [0.0, 0.1, -0.2], [0.1, -0.1, 0.2], [-0.1, 0.1, -0.1], [0.0, 0.0, 0.1], [0.0, -0.1, 0.1], [0.1, 0.0, -0.1], [0.0, -0.2, -0.2], [0.2, 0.3, 0.2], [0.0, -0.2, 0.0], [0.0, 0.0, 0.1], [0.0, 0.1, 0.1], [0.0, 0.0, -0.1], [0.0, 0.0, 0.0], [0.0, 0.0, 0.0], [0.0, 0.0, 0.0], [0.0, 0.0, 0.0], [0.0, 0.0, 0.0], [0.0, 0.0, 0.0], [0.0, 0.0, 0.0], [0.0, 0.0, 0.0], [0.0, 0.0, 0.0], [0.0, 0.0, 0.0], [0.0, 0.0, 0.0], [0.0, 0.0, 0.0], [0.0, 0.0, 0.0], [0.0, 0.0, 0.0], [0.0, 0.0, 0.0], [0.0, 0.1, 0.0], [0.0, 0.0, 0.0], [0.1, 0.0, 0.0], [0.1, -0.2, 0.0], [-0.3, 0.4, 0.3], [0.7, -0.5, -0.3], [-0.4, -0.3, -0.2], [0.3, 0.1, 0.1], [0.0, 0.1, -0.1], [0.0, 0.0, 0.0], [0.0, 0.0, 0.0], [0.0, 0.0, 0.0], [0.0, 0.0, 0.0], [0.0, 0.0, 0.0], [-0.1, 0.0, 0.1], [0.2, 0.0, -0.2], [-0.1, 0.0, 0.0], [0.0, -0.1, -0.1], [0.0, 0.0, -0.1], [0.0, 0.0, 0.0], [-0.1, 0.0, 0.1], [0.0, 0.0, 0.0], [0.0, 0.0, 0.0], [0.0, 0.0, 0.0], [0.0, 0.0, 0.0], [0.1, 0.0, 0.0]]}

{"formula": "C36H35CdCl2F5N4O2S5SeSi2Te", "method": "ωB97M-V/def2-TZVPD", "de_lowest_kj_mol": 0.00, "fmax_ev_per_a": 0.7, "energy_ev": -233730.988, "homo_ev": -2.8168, "total_charge": -2, "homo_lumo_gap_ev": 6.51, "symbols": ["Cd", "Cl", "C", "C", "C", "N", "C", "O", "C", "C", "C", "C", "C", "N", "C", "C", "C", "Cl", "N", "C", "O", "C", "C", "C", "C", "C", "N", "H", "H", "H", "H", "H", "H", "H", "H", "H", "H", "C", "S", "C", "C", "S", "S", "C", "S", "S", "H", "H", "H", "F", "C", "C", "F", "C", "F", "C", "Se", "C", "F", "C", "F", "C", "Si", "C", "C", "C", "Te", "C", "Si", "C", "C", "C", "H", "H", "H", "H", "H", "H", "H", "H", "H", "H", "H", "H", "H", "H", "H", "H", "H", "H", "H", "H", "H", "H"], "positions_angstrom": [[-0.5033, -1.3214, 0.1674], [-1.2631, 0.2332, 7.0129], [-0.6775, -0.4890, 5.5378], [-1.4470, -0.3616, 4.3892], [-1.0292, -0.9109, 3.1795], [-1.7328, -0.7935, 1.9902], [-2.9026, -0.1938, 1.8642], [-3.6147, 0.3538, 2.7198], [-3.4240, -0.1697, 0.4270], [-4.7493, 0.1867, 0.2101], [-5.2365, 0.2123, -1.0834], [-4.3808, -0.0998, -2.1286], [-3.0684, -0.4226, -1.8321], [-2.6040, -0.4579, -0.5870], [0.2142, -1.6147, 3.1399], [0.9557, -1.7362, 4.3085], [0.5161, -1.1737, 5.4976], [1.5080, -1.3548, 6.9204], [0.6303, -2.1063, 1.9160], [1.5894, -3.0045, 1.7564], [2.3134, -3.5527, 2.5961], [1.7785, -3.4233, 0.2998], [2.5901, -4.5154, 0.0286], [2.7505, -4.9191, -1.2853], [2.1122, -4.2139, -2.2899], [1.3273, -3.1288, -1.9373], [1.1675, -2.7487, -0.6765], [-2.3883, 0.1637, 4.4257], [-5.3604, 0.4243, 1.0678], [-6.2735, 0.4496, -1.2760], [-4.7185, -0.1012, -3.1555], [-2.3498, -0.6442, -2.6127], [1.8867, -2.2785, 4.2800], [3.0666, -5.0124, 0.8608], [3.3716, -5.7744, -1.5226], [2.2098, -4.4859, -3.3309], [0.8322, -2.5160, -2.6792], [-1.8911, -2.8015, -4.5628], [-2.6953, -4.3634, -4.1287], [-3.7382, -3.8658, -2.8159], [-3.3669, -3.7088, -1.5124], [-1.8299, -3.8670, -0.7838], [-4.7159, -3.3118, -0.4559], [-5.9824, -3.2438, -1.6155], [-7.5589, -2.8507, -1.2548], [-5.4214, -3.5902, -3.1946], [-1.2585, -2.9918, -5.4274], [-1.2690, -2.4457, -3.7466], [-2.6306, -2.0483, -4.8252], [5.9816, 1.1520, -4.8849], [4.6952, 0.9537, -4.5348], [3.8726, 2.0252, -4.2256], [4.3637, 3.2767, -4.2825], [2.5539, 1.8022, -3.8680], [1.8167, 2.8974, -3.6070], [1.9856, 0.5305, -3.7793], [0.1911, 0.2798, -3.2214], [2.8425, -0.5136, -4.1235], [2.4046, -1.7837, -4.1190], [4.1645, -0.3244, -4.4880], [4.9435, -1.3750, -4.8040], [-1.4763, 4.6194, 3.8885], [-1.4142, 4.0030, 2.1091], [-0.5992, 5.3556, 1.0816], [-3.1514, 3.6967, 1.4827], [-0.4753, 2.3900, 2.0432], [-0.1191, 1.7126, 0.0248], [1.8221, 2.6120, -0.0211], [3.1862, 1.5079, 0.6578], [2.8990, 1.1281, 2.4702], [3.2826, -0.0799, -0.3221], [4.8113, 2.4452, 0.4591], [-2.0462, 5.5471, 3.9494], [-0.4737, 4.8164, 4.2676], [-1.9455, 3.8918, 4.5478], [-1.2907, 6.1907, 0.9634], [-0.3309, 5.0028, 0.0850], [0.3017, 5.7379, 1.5614], [-3.7756, 4.5852, 1.5822], [-3.6143, 2.8727, 2.0257], [-3.1327, 3.4183, 0.4273], [-1.0872, 1.6205, 2.5097], [0.4752, 2.4019, 2.5746], [1.7023, 3.5435, 0.5313], [2.0249, 2.8692, -1.0584], [1.9595, 0.5933, 2.6180], [2.8763, 2.0329, 3.0790], [3.6930, 0.4855, 2.8528], [2.4862, -0.7638, -0.0293], [4.2320, -0.5875, -0.1467], [3.1828, 0.1019, -1.3920], [4.7921, 3.3912, 0.9983], [5.0000, 2.6648, -0.5918], [5.6514, 1.8621, 0.8340]], "forces_ev_per_a": [[-0.3, -0.3, -0.6], [0.0, 0.0, 0.0], [-0.1, 0.1, 0.0], [0.0, 0.0, 0.1], [-0.1, 0.1, 0.1], [0.1, -0.1, 0.0], [-0.1, 0.1, -0.1], [-0.1, 0.0, 0.1], [-0.1, 0.1, 0.0], [0.0, 0.0, 0.0], [0.0, 0.0, 0.0], [0.0, 0.0, 0.0], [0.0, 0.1, -0.1], [0.0, -0.1, 0.2], [0.0, 0.0, 0.1], [0.1, 0.0, 0.1], [0.1, 0.0, 0.0], [0.0, 0.0, 0.0], [0.0, 0.0, -0.1], [0.0, 0.0, -0.1], [0.1, -0.1, 0.1], [0.1, -0.1, 0.1], [0.0, 0.0, 0.0], [0.0, 0.0, 0.0], [0.0, 0.0, 0.0], [0.0, 0.0, -0.1], [0.0, 0.0, 0.2], [0.0, 0.0, 0.0], [0.0, 0.0, 0.0], [0.0, 0.0, 0.0], [0.0, 0.0, 0.0], [0.0, -0.1, 0.0], [0.0, 0.0, 0.0], [0.0, 0.0, 0.0], [0.0, 0.0, 0.0], [0.0, 0.0, 0.0], [-0.1, -0.1, 0.1], [0.0, 0.0, 0.1], [0.0, 0.0, 0.0], [0.1, 0.0, 0.1], [-0.1, 0.0, 0.0], [0.2, 0.1, 0.0], [0.0, 0.0, 0.0], [-0.1, 0.1, 0.0], [0.0, 0.0, 0.0], [0.0, 0.0, 0.0], [0.0, 0.0, 0.0], [0.0, 0.0, 0.1], [0.0, 0.0, 0.0], [-0.2, 0.0, 0.0], [0.0, 0.0, 0.0], [0.1, -0.1, 0.0], [0.0, -0.1, 0.0], [0.0, 0.2, 0.0], [0.1, -0.1, 0.0], [-0.1, 0.0, 0.0], [0.1, 0.0, 0.0], [0.1, -0.1, 0.0], [0.1, 0.2, -0.2], [0.1, 0.1, 0.0], [-0.1, 0.1, 0.0], [0.0, 0.0, -0.2], [0.0, 0.0, 0.1], [0.0, -0.1, 0.0], [0.1, 0.0, -0.1], [0.0, 0.1, -0.1], [0.0, 0.1, 0.1], [0.1, -0.2, 0.0], [0.0, 0.0, 0.0], [0.0, 0.0, -0.1], [0.0, 0.1, 0.1], [-0.1, 0.0, 0.0], [-0.1, 0.1, 0.0], [0.1, 0.0, 0.0], [-0.1, -0.1, 0.1], [0.0, 0.1, 0.0], [0.0, 0.0, -0.1], [0.1, 0.0, 0.0], [-0.1, 0.1, 0.0], [0.0, -0.1, 0.1], [0.0, 0.0, -0.1], [-0.1, -0.1, 0.1], [0.1, 0.0, 0.0], [0.1, 0.1, 0.1], [0.0, 0.0, -0.2], [-0.1, 0.0, 0.0], [0.0, 0.1, 0.1], [0.1, 0.0, 0.0], [0.0, 0.0, 0.0], [0.1, 0.0, 0.0], [0.0, 0.0, -0.1], [0.0, 0.1, 0.1], [0.0, 0.0, -0.1], [0.1, -0.1, 0.0]]}